No. 1
This record from the Open Molecules 2025 dataset describes a structure of composition C2H3FNdO in a non-equilibrium geometry. The level of theory is ωB97M-V/def2-TZVPD.

Positions of all 8 atoms, in Å:
C -0.31 0.50 0.38
C -0.34 -0.77 -0.32
H -0.61 0.52 1.44
F -1.03 1.49 -0.31
H -0.28 -1.63 0.36
H -1.01 -0.84 -1.18
O 1.38 1.09 0.53
Nd 2.19 -0.36 -0.89

Calculated values
Energy above the lowest of the compared OMol25 structures with the same formula, charge and spin: 0.167 eV
2S+1: 4
DFT total energy: -814.16354 a.u.
LUMO energy (spin up / spin down): -5.90 / -5.76 eV
Kohn-Sham gap (spin up / spin down): 6.99 / 7.13 eV
Net charge: +1

The molecule's Löwdin atomic charges, reported in e, are given here:
1. C -0.37
2. C -0.23
3. H 0.14
4. F -0.01
5. H 0.04
6. H 0.05
7. O -0.56
8. Nd 1.92



No. 2
This record from the Open Molecules 2025 dataset describes an isolated molecule of C2H3FO in a non-equilibrium geometry. The level of theory is ωB97M-V/def2-TZVPD.

Positions of all 7 atoms, in Å:
O 1.68 -0.94 0.03
C 0.86 -0.10 -0.24
C -0.62 0.08 0.17
F -1.46 -0.98 -0.18
H 0.99 0.89 -0.68
H -0.50 0.05 1.28
H -0.96 1.01 -0.39

Calculated values
Energy above the lowest of the compared OMol25 structures with the same formula, charge and spin: 1.908 eV
2S+1: 1
DFT total energy: -253.05711 a.u.
LUMO energy: 0.24 eV
Kohn-Sham gap: 10.49 eV
SMILES: O=CCF

The molecule's Löwdin atomic charges, reported in e, are given here:
1. O 0.09
2. C -0.25
3. C -0.15
4. F -0.06
5. H 0.10
6. H 0.14
7. H 0.13



No. 3
This record from the Open Molecules 2025 dataset describes a cluster of 2 separate species, C2H3FO2 in total in a non-equilibrium geometry. The level of theory is ωB97M-V/def2-TZVPD.

Positions of all 8 atoms, in Å:
C 0.13 -1.21 0.22
C 0.56 0.14 -0.16
O 0.54 -0.71 -1.15
O -1.41 1.77 -0.38
F 1.50 0.92 0.23
H 0.69 -2.03 0.62
H -0.87 -1.18 0.34
H -1.13 2.30 0.28

Calculated values
Energy above the lowest of the compared OMol25 structures with the same formula, charge and spin: 6.161 eV
2S+1: 1
DFT total energy: -328.12861 a.u.
LUMO energy (spin up / spin down): -1.35 / -1.35 eV
Kohn-Sham gap (spin up / spin down): 8.01 / 8.01 eV

The molecule's Löwdin atomic charges, reported in e, are given here:
1. C 0.09
2. C -0.30
3. O 0.15
4. O -0.21
5. F 0.21
6. H 0.13
7. H 0.08
8. H -0.14